{
  "formula": "C19H31BrN3O7S2",
  "method": "ωB97M-V/def2-TZVPD",
  "homo_energy_ev": -11.272,
  "lumo_energy_ev": -4.753,
  "orbital_gap_ev": 6.52,
  "total_charge": 1,
  "symbols": ["C", "C", "C", "C", "C", "N", "C", "N", "C", "C", "O", "O", "C", "C", "O", "N", "C", "S", "C", "C", "C", "C", "O", "Br", "S", "C", "O", "O", "H", "H", "H", "H", "H", "H", "H", "H", "H", "H", "H", "H", "H", "H", "H", "H", "H", "H", "H", "H", "H", "H", "H", "H", "H", "C", "C", "O", "C", "H", "H", "H", "H", "H", "H"],
  "xyz": [[-5.6111, 2.1820, 1.7327], [-4.8470, 1.5857, 1.0305], [-3.9217, 0.8439, 0.1815], [-2.5756, 1.5644, 0.1223], [-1.4653, 0.8383, -0.6659], [-1.7921, -0.5670, -1.0198], [-1.7075, -1.5126, -0.1037], [-1.4240, -1.0397, 1.1692], [-0.0121, -1.2439, 1.5742], [0.4243, -0.0247, 2.3648], [-0.3038, 0.5654, 3.0922], [1.7430, 0.2982, 2.1502], [1.9604, 1.5186, 1.4703], [2.4811, 1.3261, 0.0781], [1.7657, 2.5639, 1.9872], [-1.9175, -2.8588, -0.3326], [-1.0020, -3.5942, -1.1961], [0.2421, -4.4682, -0.1903], [1.7671, -4.1606, -1.1144], [2.1588, -2.6951, -1.3247], [-3.2575, -3.3846, -0.0719], [-3.4568, -3.5791, 1.4272], [-2.9152, -4.4088, 2.0656], [-4.6325, -2.2707, 2.2491], [-2.3261, -0.7713, -2.6981], [-0.8091, -0.8074, -3.6107], [-2.9792, 0.4655, -2.9634], [-3.0482, -1.9923, -2.7911], [-6.2507, 2.7774, 2.3374], [-4.3624, 0.7601, -0.8122], [-3.8268, -0.1539, 0.6130], [-2.7383, 2.5233, -0.3634], [-2.2205, 1.7724, 1.1278], [-0.5300, 0.8343, -0.1171], [-1.2802, 1.3598, -1.5988], [-2.0553, -1.4527, 1.8530], [0.6337, -1.4047, 0.7146], [0.0721, -2.1141, 2.2246], [3.5506, 1.5219, 0.0676], [1.9812, 2.0311, -0.5799], [2.3106, 0.3107, -0.2711], [-0.4813, -2.9514, -1.8929], [-1.5635, -4.3101, -1.7862], [1.7512, -4.7100, -2.0515], [2.5241, -4.6374, -0.4969], [2.5757, -2.5488, -2.3191], [2.9114, -2.3910, -0.6010], [1.3156, -2.0147, -1.2180], [-4.0380, -2.7742, -0.5185], [-3.3144, -4.3767, -0.5119], [-0.9400, -0.0379, -4.3670], [0.0216, -0.5323, -2.9693], [-0.6846, -1.7809, -4.0710], [4.3276, 4.3906, 2.0370], [4.8480, 5.0735, 0.7945], [4.1457, 5.2126, -0.1812], [6.2762, 5.5580, 0.8211], [3.2920, 4.1107, 1.8775], [4.9254, 3.4995, 2.2441], [4.3974, 5.0544, 2.8998], [6.9525, 4.7215, 1.0056], [6.4101, 6.2826, 1.6257], [6.5252, 6.0230, -0.1292]],
  "forces_ev_per_a": [[0.14, 0.15, -0.04], [-0.17, -0.05, 0.07], [-0.09, 0.18, 0.15], [0.10, 0.02, -0.11], [-0.03, 0.38, 0.00], [0.75, -0.69, 0.14], [-0.34, 0.30, -0.07], [-0.20, -0.20, 0.22], [-0.12, 0.13, 0.20], [-0.14, 0.23, 0.36], [0.04, 0.08, -0.12], [-0.02, -0.30, -0.40], [0.21, 0.45, 0.14], [-0.18, -0.34, -0.01], [-0.35, -0.24, 0.09], [-0.25, 0.40, -0.62], [0.10, -0.40, 0.06], [0.03, 0.10, 0.20], [0.10, 0.09, -0.10], [0.07, -0.11, 0.00], [0.02, -0.11, 0.18], [0.04, -0.24, 0.17], [-0.02, 0.08, -0.03], [-0.07, 0.01, 0.05], [-0.73, 0.25, -0.54], [-0.10, 0.13, 0.00], [0.17, -0.08, 0.18], [0.37, -0.20, 0.28], [-0.09, -0.06, 0.06], [0.05, -0.12, -0.09], [0.03, -0.03, -0.11], [0.03, 0.11, 0.00], [-0.02, -0.11, 0.10], [0.04, -0.06, 0.09], [-0.01, -0.07, -0.13], [0.07, 0.01, 0.03], [-0.02, 0.00, -0.02], [0.14, -0.17, -0.09], [0.08, 0.10, -0.05], [0.14, 0.21, -0.01], [0.07, -0.08, -0.01], [0.10, 0.29, -0.13], [-0.17, 0.00, -0.05], [-0.10, -0.02, -0.08], [0.01, -0.18, 0.02], [0.06, 0.04, -0.04], [0.01, 0.07, 0.07], [-0.15, 0.09, -0.07], [-0.02, 0.15, 0.04], [0.08, -0.08, -0.06], [0.03, 0.00, -0.11], [0.13, -0.07, 0.08], [0.05, -0.13, 0.08], [-0.03, 0.08, -0.17], [0.02, 0.00, 0.03], [0.02, -0.07, -0.04], [-0.06, 0.06, -0.13], [0.05, 0.06, 0.07], [0.04, 0.04, 0.09], [0.09, -0.03, 0.02], [0.01, 0.01, 0.08], [0.03, -0.05, 0.05], [0.00, 0.00, 0.00]],
  "nbo_charge": [-0.237, 0.052, -0.512, -0.408, -0.221, -0.566, 0.869, -0.698, -0.338, 0.781, -0.477, -0.570, 0.797, -0.736, -0.475, -0.530, -0.340, 0.223, -0.543, -0.624, -0.320, 0.493, -0.449, 0.005, 2.304, -0.897, -0.880, -0.883, 0.246, 0.243, 0.210, 0.239, 0.247, 0.219, 0.239, 0.432, 0.226, 0.261, 0.274, 0.254, 0.212, 0.204, 0.239, 0.224, 0.251, 0.229, 0.231, 0.168, 0.237, 0.265, 0.294, 0.260, 0.278, -0.732, 0.599, -0.554, -0.722, 0.248, 0.219, 0.237, 0.229, 0.236, 0.238]
}


{
  "formula": "C2H7NOS2",
  "method": "ωB97M-V/def2-TZVPD",
  "homo_energy_ev": [-7.924, -8.377],
  "lumo_energy_ev": [-0.686, -0.349],
  "orbital_gap_ev": [7.24, 8.03],
  "de_lowest_kcal_mol": 116.0,
  "symbols": ["C", "C", "N", "O", "S", "S", "H", "H", "H", "H", "H", "H", "H"],
  "xyz": [[-0.4052, 0.0845, -2.3129], [-1.2008, 0.6012, 0.1690], [1.2178, -0.6245, 2.4676], [1.3180, 0.3680, -0.2395], [-0.2007, -1.2882, 2.6184], [0.0652, -0.4075, -0.5611], [-0.8271, 1.0227, -2.1090], [-0.8269, -0.6793, -2.8360], [0.5993, 0.0623, -2.7698], [-2.1462, 0.1668, 0.2309], [-0.9796, 1.4041, 0.8507], [1.4645, 0.2350, 2.7588], [1.9216, -0.9452, 1.7328]],
  "forces_ev_per_a": [[3.74, -0.06, 2.00], [1.04, -0.71, 0.13], [2.91, -3.26, -2.93], [-0.24, -0.74, -0.51], [-1.91, -0.59, 0.30], [-0.07, 1.72, 0.09], [-0.75, 1.17, -0.92], [-2.40, -1.84, -1.07], [-0.18, 0.90, 0.23], [-1.58, -0.60, -0.06], [0.49, 0.09, -0.07], [0.49, 3.55, 1.54], [-1.54, 0.37, 1.28]],
  "nbo_charge": [-0.783, -0.547, -0.892, -0.998, 0.154, 1.192, 0.238, 0.227, 0.242, 0.182, 0.215, 0.372, 0.398]
}


{
  "formula": "C39H31CdCl2F3NO6S",
  "method": "ωB97M-V/def2-TZVPD",
  "homo_energy_ev": -5.549,
  "lumo_energy_ev": 1.834,
  "orbital_gap_ev": 7.38,
  "de_lowest_kcal_mol": 50.2,
  "total_charge": -1,
  "symbols": ["Cd", "O", "C", "C", "O", "O", "C", "C", "C", "C", "C", "C", "C", "C", "C", "C", "C", "C", "H", "H", "H", "H", "H", "H", "H", "H", "H", "H", "H", "F", "C", "F", "F", "C", "C", "C", "C", "C", "C", "C", "C", "H", "H", "H", "H", "C", "S", "C", "O", "H", "H", "H", "H", "H", "H", "Cl", "C", "C", "C", "C", "C", "Cl", "C", "N", "C", "C", "C", "C", "C", "C", "C", "C", "O", "O", "H", "H", "H", "H", "H", "H", "H", "H", "H", "H"],
  "xyz": [[-17.7300, 7.4553, -4.8402], [-15.8690, 6.7422, -2.6610], [-16.3632, 5.4973, -2.1389], [-17.3260, 4.8291, -3.1765], [-17.3630, 3.6048, -3.1361], [-18.0250, 5.5569, -3.9391], [-15.1820, 4.6035, -1.6897], [-14.3838, 5.0827, -0.7122], [-12.9983, 4.6751, -0.5840], [-12.6007, 3.5604, -1.2242], [-13.5306, 2.8917, -2.1010], [-14.7267, 3.4687, -2.4571], [-17.3063, 5.8341, -1.0029], [-17.9493, 7.0723, -1.0926], [-19.0599, 7.3270, -0.2769], [-19.5630, 6.3743, 0.7054], [-18.7572, 5.2444, 0.8549], [-17.8109, 4.8938, -0.0876], [-15.3637, 6.7155, -3.5471], [-14.6459, 6.0313, -0.2363], [-12.5030, 5.1403, 0.2699], [-11.6695, 2.9628, -1.1825], [-13.2242, 1.9572, -2.5805], [-15.4107, 2.8746, -3.0290], [-17.5958, 7.7506, -1.8358], [-19.5140, 8.3260, -0.4238], [-20.4866, 6.5812, 1.2254], [-18.9556, 4.5523, 1.6579], [-17.3465, 3.9058, -0.0183], [-24.6631, 13.2189, -3.3702], [-24.3386, 12.8746, -2.0517], [-23.9618, 14.0314, -1.4062], [-25.4200, 12.3642, -1.4326], [-23.2103, 11.9788, -2.1767], [-21.9777, 12.4729, -2.6768], [-20.8905, 11.6286, -2.7711], [-21.0767, 10.2480, -2.7507], [-22.2979, 9.7413, -2.2331], [-23.3085, 10.6404, -1.8938], [-19.9797, 9.4144, -3.1951], [-19.0130, 8.7793, -3.6382], [-21.8563, 13.5541, -2.9119], [-19.9152, 11.9955, -3.0020], [-22.3776, 8.7053, -2.0237], [-24.1976, 10.3618, -1.3159], [-15.4261, 5.2355, -6.9532], [-14.3826, 6.4900, -6.1381], [-13.7787, 7.5126, -7.4466], [-15.4302, 7.2423, -5.3200], [-15.9587, 4.6059, -6.1745], [-14.6432, 4.6172, -7.4878], [-16.1769, 5.7677, -7.6671], [-13.6759, 6.8079, -8.3230], [-12.7556, 7.8670, -7.1832], [-14.5090, 8.3597, -7.5554], [-17.9771, 5.4119, -10.1116], [-19.6174, 5.0088, -10.3906], [-20.1010, 3.9134, -9.6571], [-21.4044, 3.3776, -9.9608], [-22.3223, 4.1741, -10.7515], [-21.8107, 5.3070, -11.3103], [-22.8754, 6.1775, -12.3437], [-20.5528, 5.8563, -10.9913], [-20.2838, 7.1370, -11.3960], [-19.2089, 7.9928, -10.9806], [-18.5564, 8.6606, -11.9940], [-17.8020, 9.7832, -11.7479], [-17.5539, 10.2243, -10.3843], [-18.2905, 9.5915, -9.4143], [-19.0489, 8.4431, -9.6307], [-19.8236, 7.9083, -8.4398], [-18.8624, 7.6703, -7.2071], [-18.5929, 6.4778, -6.8591], [-18.3585, 8.7204, -6.6124], [-19.3536, 3.4144, -9.0709], [-21.6986, 2.4452, -9.4995], [-23.3164, 3.8053, -11.0441], [-20.7060, 7.3099, -12.2728], [-18.7598, 8.5009, -13.0568], [-17.3441, 10.2638, -12.6444], [-17.0091, 11.1230, -10.2465], [-18.2210, 10.0012, -8.3903], [-20.2733, 6.9269, -8.6876], [-20.5955, 8.6738, -8.1470]],
  "forces_ev_per_a": [[-0.32, 0.45, 0.75], [1.04, 0.14, -0.95], [0.12, -0.23, -0.33], [0.29, -0.61, -0.08], [-0.43, -0.53, 0.02], [0.36, -0.31, 0.14], [-0.50, -0.46, -2.34], [2.48, 1.36, -0.06], [-2.30, 0.54, 1.95], [-0.08, -2.87, -1.85], [0.87, 1.03, -0.11], [-0.15, -0.19, 2.06], [-1.24, 0.07, -0.16], [-0.58, -0.91, 1.44], [-0.65, -0.15, 0.66], [2.25, 1.76, -2.20], [-1.47, -0.17, -0.05], [1.84, 0.30, 0.00], [-1.22, -0.54, 1.82], [-0.19, -0.44, 0.16], [0.54, -0.07, -0.60], [-0.17, 1.15, 0.64], [-0.06, 0.28, 0.20], [-0.23, 0.39, -0.59], [-0.15, 0.55, -0.03], [-0.12, -0.83, 0.18], [0.22, -0.04, 0.38], [-0.25, -0.31, 0.01], [-0.07, 0.33, -0.06], [-0.68, 0.31, 1.55], [0.19, 1.12, -0.89], [-0.99, -0.60, -0.53], [0.39, 0.63, -0.49], [2.30, -0.54, -0.51], [-0.38, 0.86, 0.70], [-0.87, 0.26, -0.77], [0.10, -1.13, 0.56], [0.74, 1.42, -0.17], [-0.47, -0.67, 0.67], [0.85, -0.67, -0.22], [-1.43, 1.02, 0.60], [-0.15, -0.92, 0.35], [0.38, 0.27, -0.32], [-0.17, -0.79, 0.00], [0.31, -0.45, -0.55], [0.18, 0.22, -1.34], [-1.51, -1.27, 1.76], [-0.05, 0.16, -1.01], [1.08, 0.41, -0.33], [0.68, 1.03, -0.77], [-1.19, 0.37, 0.24], [1.23, -1.07, 1.30], [-0.30, 1.12, 0.57], [-0.90, -0.14, -0.03], [0.72, -0.85, -0.36], [0.54, 0.24, -0.26], [-1.58, -0.19, 1.88], [-1.62, -0.99, -2.26], [0.58, 2.13, 0.41], [1.83, -2.53, 0.66], [-0.28, 0.33, 0.68], [-0.30, 0.65, -0.45], [0.64, -0.27, -0.59], [1.01, -0.31, 0.83], [-1.17, 0.29, 1.08], [-0.05, 1.06, -0.84], [1.74, 0.76, 1.19], [-1.56, -1.04, -3.54], [1.00, 0.27, 1.21], [-0.63, 0.07, -0.97], [0.23, -0.39, 0.56], [0.63, 0.82, 0.17], [-0.41, 1.61, -0.49], [-1.10, -2.12, -1.63], [-0.17, -0.49, 0.36], [-0.16, 0.10, 0.00], [0.59, 0.23, 0.32], [-0.17, 0.85, -0.81], [-0.08, -0.62, 0.41], [-0.29, -0.13, 1.05], [0.47, 0.57, 0.44], [-0.21, -0.55, -0.56], [-0.02, 0.73, 0.32], [0.63, -0.89, -0.21]],
  "lowdin_charge": [1.351, -0.078, -0.332, -0.618, 0.016, -0.135, -0.129, -0.032, -0.090, -0.121, -0.093, -0.016, -0.147, -0.041, -0.052, -0.069, -0.119, -0.029, 0.077, 0.124, 0.096, 0.098, 0.093, 0.091, 0.057, 0.092, 0.083, 0.088, 0.122, 0.086, -0.533, 0.102, 0.135, -0.178, -0.004, -0.039, -0.252, -0.005, -0.029, -0.184, -0.100, 0.130, 0.108, 0.101, 0.120, -0.244, 0.863, -0.271, -0.653, 0.082, 0.057, 0.063, 0.070, 0.056, 0.082, 0.784, -0.598, -0.088, -0.050, -0.119, -0.623, 0.716, -0.314, 0.072, -0.232, -0.079, -0.086, -0.062, -0.056, -0.167, -0.037, -0.619, -0.118, -0.190, 0.091, 0.087, 0.104, 0.076, 0.113, 0.102, 0.079, 0.117, 0.101, 0.145]
}


{
  "formula": "C20H12BrN5O2Sn",
  "method": "ωB97M-V/def2-TZVPD",
  "homo_energy_ev": [-14.512, -14.512],
  "lumo_energy_ev": [-8.725, -8.726],
  "orbital_gap_ev": [5.79, 5.79],
  "de_lowest_kcal_mol": 3.5,
  "total_charge": 2,
  "symbols": ["Sn", "Br", "C", "C", "C", "C", "O", "C", "C", "N", "C", "C", "C", "C", "C", "C", "C", "C", "N", "C", "C", "H", "H", "H", "H", "H", "H", "H", "H", "H", "H", "N", "C", "O", "C", "C", "N", "C", "N", "H", "H"],
  "xyz": [[-1.7840, -1.5585, -1.0104], [-0.2349, 5.4944, -3.9613], [-0.5170, 3.7187, -3.4505], [-0.5413, 2.7109, -4.4752], [-0.7536, 1.3976, -4.1979], [-0.9679, 0.9727, -2.8631], [-1.2556, -0.2437, -2.6260], [-0.8962, 1.9784, -1.8012], [-0.9720, 1.6936, -0.4742], [-1.1256, 0.4555, 0.1248], [-0.6563, 0.2617, 1.3294], [0.2577, 1.1512, 2.0354], [1.0430, 0.6584, 2.9970], [1.0391, -0.8063, 3.3417], [-0.3041, -1.4442, 3.1032], [-0.7719, -2.5511, 3.7986], [-1.9597, -3.1343, 3.3922], [-2.6032, -2.6405, 2.2605], [-2.1519, -1.5831, 1.5918], [-1.0490, -0.9791, 2.0339], [-0.6945, 3.3675, -2.1646], [-0.3981, 3.0249, -5.5018], [-0.8042, 0.6561, -4.9831], [-0.9314, 2.5436, 0.1994], [0.3599, 2.1844, 1.7382], [1.7785, 1.2871, 3.4839], [1.4074, -0.9934, 4.3464], [-0.2179, -2.9517, 4.6384], [-2.3735, -3.9812, 3.9212], [-3.5027, -3.1092, 1.8811], [-0.6713, 4.1119, -1.3794], [1.7977, -1.3790, -2.3130], [1.4716, -1.4957, -1.0384], [0.3497, -1.9528, -0.6691], [2.4424, -1.0595, -0.0375], [2.1742, -1.2898, 1.2572], [1.9563, -1.5159, 2.4001], [3.6321, -0.3844, -0.4413], [4.5447, 0.1676, -0.8694], [1.1626, -1.7074, -3.0245], [2.7209, -1.0753, -2.5921]],
  "forces_ev_per_a": [[-0.24, 0.05, 0.00], [0.00, 0.01, 0.00], [0.00, -0.01, 0.02], [0.00, -0.01, -0.02], [0.00, 0.03, 0.00], [-0.12, 0.05, 0.05], [0.24, -0.05, 0.00], [0.00, -0.01, 0.00], [0.04, -0.03, -0.02], [-0.02, 0.00, 0.06], [-0.03, -0.04, -0.07], [0.02, -0.02, 0.04], [-0.02, 0.01, -0.01], [0.00, 0.01, -0.03], [-0.02, 0.00, 0.01], [0.00, 0.01, -0.01], [-0.01, 0.00, 0.00], [0.03, -0.02, 0.03], [0.07, -0.05, -0.06], [0.02, 0.06, 0.00], [-0.01, 0.00, -0.02], [0.00, 0.00, 0.00], [0.00, 0.00, 0.00], [0.01, 0.01, 0.02], [0.00, 0.01, -0.02], [0.01, 0.00, -0.01], [0.00, 0.00, 0.00], [0.00, 0.00, 0.00], [0.00, 0.00, 0.00], [0.00, -0.01, 0.00], [-0.01, 0.00, 0.01], [0.02, 0.00, 0.02], [0.00, -0.02, -0.08], [0.00, 0.01, 0.06], [-0.06, -0.07, 0.00], [0.12, 0.12, 0.02], [-0.06, -0.06, 0.02], [0.01, 0.01, 0.00], [-0.01, 0.00, 0.00], [0.00, 0.01, 0.00], [0.00, 0.00, 0.00]],
  "nbo_charge": [1.540, 0.183, -0.138, -0.060, -0.270, 0.519, -0.782, -0.187, 0.168, -0.576, 0.373, -0.291, -0.048, -0.115, -0.011, -0.118, -0.177, 0.075, -0.465, 0.102, -0.158, 0.260, 0.251, 0.215, 0.255, 0.262, 0.270, 0.257, 0.264, 0.235, 0.244, -0.732, 0.723, -0.799, -0.457, 0.599, -0.306, 0.223, -0.202, 0.433, 0.444]
}


The calculated total energy results, record by record, are as follows: -4803.53629 -1006.59915 -3796.84149 -3981.35546 Eh.